1.
{"formula": "C7H12", "method": "ωB97M-V with the def2-TZVPD basis set", "elements": ["C", "C", "C", "C", "C", "C", "C", "H", "H", "H", "H", "H", "H", "H", "H", "H", "H", "H", "H"], "positions_angstrom": [[-2.5716, -0.0621, 0.0076], [-1.0875, -0.4173, 0.0371], [-0.1856, 0.3024, -1.0008], [0.9047, 0.2600, 0.0413], [1.8856, -0.8687, -0.0303], [2.3538, 0.5675, -0.0801], [-0.1404, 0.2698, 1.1351], [-2.9754, -0.0306, -1.0146], [-2.7222, 0.9339, 0.4356], [-3.1871, -0.7722, 0.5685], [-0.9519, -1.5044, -0.0775], [0.0276, -0.1734, -1.9627], [-0.5500, 1.3261, -1.1587], [1.8968, -1.4673, -0.9382], [2.0843, -1.4320, 0.8796], [2.6836, 0.9567, -1.0397], [2.9187, 0.9285, 0.7745], [-0.5989, 1.2522, 1.3029], [0.2156, -0.0692, 2.1202]], "gap_ha": 0.399, "e_lumo_ha": 0.043, "e_above_lowest_kcal_mol": 37.4, "max_force_ev_per_a": 0.94, "homo_energy_ev": -9.71}


2.
{"formula": "C7H12", "method": "ωB97M-V with the def2-TZVPD basis set", "elements": ["C", "C", "C", "C", "C", "C", "C", "H", "H", "H", "H", "H", "H", "H", "H", "H", "H", "H", "H"], "positions_angstrom": [[2.3441, -0.4999, 2.2299], [1.4324, 0.5223, 1.5587], [0.8140, -0.0104, 0.2680], [-0.0875, 1.0318, -0.4109], [-1.0912, 0.4303, -1.2996], [-1.9883, -0.1014, -1.9062], [-3.1366, -0.7336, -2.5590], [1.7992, -1.4318, 2.4257], [3.2004, -0.7440, 1.5899], [2.7304, -0.1289, 3.1852], [0.6207, 0.7983, 2.2474], [1.9878, 1.4486, 1.3527], [0.2212, -0.9052, 0.4955], [1.6007, -0.3266, -0.4299], [-0.6253, 1.5891, 0.3703], [0.5280, 1.7681, -0.9447], [-3.0376, -1.8237, -2.5621], [-3.2583, -0.4006, -3.5941], [-4.0541, -0.4825, -2.0166]], "gap_ha": 0.383, "e_lumo_ha": 0.040, "e_above_lowest_kcal_mol": 30.4, "max_force_ev_per_a": 0.54, "homo_energy_ev": -9.32}


3.
{"formula": "C7H12Ag3Br6O3", "method": "ωB97M-V with the def2-TZVPD basis set", "elements": ["Ag", "Ag", "Ag", "C", "O", "O", "O", "Br", "C", "C", "Br", "H", "H", "H", "H", "Br", "C", "C", "Br", "H", "H", "H", "H", "Br", "C", "C", "Br", "H", "H", "H", "H"], "positions_angstrom": [[-2.3052, 1.7814, 0.4841], [-1.0650, 0.0333, 2.6803], [-2.8866, -1.6646, 0.8320], [-1.1552, -0.1551, 0.4752], [-0.6460, 0.8714, 1.0497], [-1.0727, -1.2606, 1.0573], [-2.0003, 0.0106, -0.3344], [-1.4356, -1.4051, -2.5929], [0.4233, -0.9491, -1.9611], [0.4946, 0.5074, -2.0191], [2.3541, 1.0477, -1.3339], [1.2408, -1.4712, -2.4583], [0.5190, -1.3441, -0.9498], [-0.2533, 0.9778, -1.3807], [0.3104, 0.9826, -2.9827], [-1.4634, -3.1546, -0.5305], [0.3282, -3.0433, 0.2767], [0.2704, -3.2825, 1.7793], [2.0370, -3.5665, 2.4011], [0.6364, -2.0239, 0.0448], [0.9163, -3.7750, -0.2772], [-0.1806, -4.2345, 2.0595], [0.0059, -2.3793, 2.3293], [-0.2514, 2.9961, -1.9206], [0.6978, 2.7468, -0.1555], [0.6080, 4.0715, 0.5528], [1.7329, 4.1074, 2.1419], [1.6801, 2.3306, -0.3791], [0.1161, 1.9893, 0.3698], [-0.4263, 4.3017, 0.8086], [0.7703, 4.9537, -0.0665]], "gap_ha": 0.217, "e_lumo_ha": -0.205, "e_above_lowest_kcal_mol": 279.3, "max_force_ev_per_a": 9.49, "charge": 1, "homo_energy_ev": -11.48}


4.
{"formula": "C7H12BCl12O2", "method": "ωB97M-V with the def2-TZVPD basis set", "elements": ["B", "C", "C", "O", "C", "O", "H", "H", "H", "H", "H", "H", "H", "H", "C", "Cl", "Cl", "Cl", "H", "C", "Cl", "Cl", "Cl", "H", "C", "Cl", "Cl", "Cl", "H", "C", "Cl", "Cl", "Cl", "H"], "positions_angstrom": [[-0.9458, -2.7614, 1.3058], [-1.1190, -4.2621, 0.6131], [-0.1018, -4.3608, -0.5042], [-0.5952, -5.1409, -1.6608], [-0.1659, -4.7087, -2.8052], [0.9185, -4.3403, -3.0355], [0.1652, -2.7803, 1.8357], [-1.7905, -2.5474, 2.1641], [-0.9023, -1.8852, 0.4545], [-0.8795, -5.0044, 1.3684], [-2.1342, -4.4660, 0.2755], [0.7705, -4.8640, -0.1143], [0.1610, -3.3665, -0.8216], [-0.9012, -4.6961, -3.6144], [2.1905, -0.1735, 1.4159], [3.2460, -1.0415, 2.5413], [2.1611, -0.9914, -0.1551], [0.5725, -0.0097, 2.0757], [2.6035, 0.8160, 1.2675], [-0.2281, 3.4607, -0.3676], [-1.9414, 3.4941, -0.8112], [-0.0159, 3.9551, 1.3140], [0.4553, 1.8658, -0.6416], [0.2963, 4.1689, -0.9957], [-4.0370, 5.5366, 1.9847], [-5.5331, 5.9691, 1.1507], [-3.0651, 6.9747, 2.3088], [-4.3832, 4.6666, 3.4780], [-3.4651, 4.8834, 1.3371], [3.6562, 2.2373, -2.2658], [4.7783, 1.8277, -3.5641], [4.4958, 2.3379, -0.7184], [2.8200, 3.7552, -2.6206], [2.9137, 1.4513, -2.1947]], "gap_ha": 0.252, "e_lumo_ha": 0.070, "max_force_ev_per_a": 3.98, "charge": -1, "homo_energy_ev": -4.96}


5.
{"formula": "C7H12BeN4O3S", "method": "ωB97M-V with the def2-TZVPD basis set", "elements": ["Be", "O", "C", "O", "C", "O", "N", "C", "C", "H", "H", "H", "H", "C", "C", "H", "H", "H", "N", "N", "C", "N", "S", "H", "H", "H", "H", "H"], "positions_angstrom": [[0.9943, 3.0594, 1.2693], [-1.0104, -0.9584, 1.2003], [-0.1569, -1.6637, 0.6381], [-1.8572, -0.5325, -1.0236], [-1.3694, -1.6038, -1.5022], [-1.3403, -2.2043, -2.7412], [-0.3191, -2.1023, -0.7184], [-0.6504, -3.5040, -2.5349], [0.1655, -3.3495, -1.2450], [0.0142, -3.6960, -3.4232], [-1.4647, -4.2329, -2.2942], [1.2473, -3.2632, -1.4291], [-0.0904, -4.1119, -0.4899], [0.9534, -2.4515, 1.2717], [1.5693, -2.0864, 2.4172], [1.1798, -3.4797, 0.8547], [1.5181, -1.1116, 2.8748], [2.1276, -2.8853, 2.9048], [-0.6305, 2.5290, 1.2369], [-0.7578, 3.8035, 0.6244], [0.3479, 4.2130, -0.1001], [0.3971, 5.5905, -0.3127], [1.5930, 3.1659, -0.6218], [-1.0666, 2.3892, 2.1598], [-0.9292, 1.7870, 0.5461], [-1.3462, 4.4532, 1.1902], [1.2497, 6.0475, -0.6764], [-0.3683, 6.1990, -0.0757]], "gap_ha": 0.162, "e_lumo_ha": -0.376, "e_above_lowest_kcal_mol": 23.0, "max_force_ev_per_a": 5.64, "charge": 2, "homo_energy_ev": -14.63}


6.
{"formula": "C7H12ClFN3O", "method": "ωB97M-V with the def2-TZVPD basis set", "elements": ["C", "C", "C", "C", "C", "C", "C", "N", "N", "N", "O", "F", "Cl", "H", "H", "H", "H", "H", "H", "H", "H", "H", "H", "H", "H"], "positions_angstrom": [[-1.3565, 0.2492, 1.2180], [-0.8915, -1.3691, -1.5665], [0.9602, 1.1802, 1.1319], [0.0539, -0.1883, 1.3034], [-1.7205, -0.2624, -0.9930], [1.0121, 1.6667, -0.3137], [1.7336, 0.8888, -1.3284], [-2.0636, 0.3267, 0.1157], [-1.3020, -1.8413, -2.7488], [0.1683, -0.5652, 2.7421], [0.2319, -1.8026, -1.1373], [-2.5200, 0.1737, -2.0166], [0.3934, 3.1739, -0.6991], [-1.6725, 0.7317, 2.0957], [0.3857, 1.8964, 1.8746], [1.9181, 0.8620, 1.5830], [0.5985, -0.9454, 0.6517], [2.7826, 0.6065, -0.8790], [1.7329, 1.2800, -2.3563], [1.2825, -0.2134, -1.3979], [-1.9412, -1.4406, -3.3796], [-0.6959, -2.4501, -3.1465], [1.2475, -0.3727, 3.0653], [0.1843, -1.5525, 2.8957], [-0.5220, -0.0323, 3.2854]], "gap_ha": [0.214, 0.300], "e_lumo_ha": [-0.184, -0.141], "e_above_lowest_kcal_mol": 80.7, "max_force_ev_per_a": 4.94, "charge": 1, "homo_energy_ev": [-10.81, -12.02]}


7.
{"formula": "C7H12ClN", "method": "ωB97M-V with the def2-TZVPD basis set", "elements": ["C", "C", "C", "C", "C", "C", "C", "N", "Cl", "H", "H", "H", "H", "H", "H", "H", "H", "H", "H", "H", "H"], "positions_angstrom": [[0.4437, -0.4720, 0.4817], [-0.8394, 0.2405, 0.2391], [1.4865, -0.6451, -0.5977], [1.7589, 0.2873, 0.5316], [-1.8853, -0.0178, 1.2979], [2.2793, -1.9265, -0.6623], [-2.0788, 1.8186, -1.0417], [-0.9428, 0.9918, -0.7700], [1.7658, 2.0119, 0.2677], [0.3678, -1.2758, 1.2055], [1.2262, -0.2030, -1.5522], [2.4781, 0.0109, 1.2902], [-2.0326, -1.0893, 1.4240], [-2.8385, 0.4357, 1.0418], [-1.5508, 0.3975, 2.2475], [3.1205, -1.8117, -1.3417], [1.6616, -2.7520, -1.0084], [2.6686, -2.1786, 0.3226], [-2.0193, 2.7268, -0.4342], [-2.0239, 2.1098, -2.0904], [-3.0453, 1.3409, -0.8510]], "gap_ha": 0.368, "e_lumo_ha": 0.036, "e_above_lowest_kcal_mol": 22.9, "max_force_ev_per_a": 0.77, "homo_energy_ev": -9.04}


8.
{"formula": "C7H12ClN3", "method": "ωB97M-V with the def2-TZVPD basis set", "elements": ["C", "C", "C", "C", "C", "C", "C", "N", "N", "N", "Cl", "H", "H", "H", "H", "H", "H", "H", "H", "H", "H", "H", "H"], "positions_angstrom": [[1.3672, -1.7029, 1.9631], [1.7983, -0.7008, 1.1379], [-0.4279, -0.8829, 1.0248], [-1.8104, -0.5299, 0.5740], [-1.8735, 0.5942, -0.4218], [-0.8246, 0.4401, -1.5829], [0.6212, 0.4303, -1.0737], [0.6388, -0.2471, 0.4587], [0.0406, -1.7165, 1.8789], [1.3816, 1.6366, -1.0989], [3.2494, 0.1905, 0.8591], [1.8224, -2.1432, 2.8067], [-2.4545, -1.3872, 0.0469], [-2.4252, -0.2977, 1.4348], [-2.8657, 0.6064, -0.9289], [-1.7628, 1.6182, 0.0519], [-1.0096, -0.4483, -2.1013], [-1.0934, 1.2543, -2.2075], [1.1620, -0.3673, -1.5429], [-0.4592, -2.5235, 2.3706], [1.0900, 2.5016, -0.6078], [1.4364, 2.0806, -2.1589], [2.3987, 1.5946, -0.8829]], "gap_ha": 0.374, "e_lumo_ha": -0.261, "e_above_lowest_kcal_mol": 0.0, "max_force_ev_per_a": 5.99, "charge": 2, "homo_energy_ev": -17.27}


9.
{"formula": "C7H12CuS6", "method": "ωB97M-V with the def2-TZVPD basis set", "elements": ["Cu", "C", "C", "S", "C", "C", "S", "C", "C", "S", "H", "H", "H", "H", "H", "H", "H", "H", "H", "H", "H", "H", "S", "C", "S", "S"], "positions_angstrom": [[1.4163, -0.1219, -0.8835], [0.4912, 1.5705, 1.8176], [-0.7291, 1.8446, 0.9518], [-0.3603, 1.6930, -0.8319], [-1.7040, 0.6206, -1.4296], [-1.8740, -0.7373, -0.7638], [-0.3815, -1.7925, -0.8408], [-0.1669, -2.3112, 0.8948], [-0.0444, -1.2170, 1.9414], [1.3156, -0.0413, 1.6072], [0.2346, 1.6781, 2.8715], [1.2878, 2.2768, 1.5800], [-1.0509, 2.8709, 1.1269], [-1.5622, 1.1863, 1.1934], [-1.4561, 0.4979, -2.4850], [-2.6369, 1.1795, -1.3549], [-2.6622, -1.2768, -1.2883], [-2.1679, -0.6460, 0.2808], [0.7489, -2.9021, 0.8536], [-0.9920, -2.9758, 1.1521], [0.1727, -1.6867, 2.9005], [-0.9681, -0.6503, 2.0453], [4.4374, 0.5171, -4.0397], [3.3076, 0.2705, -2.8611], [1.6477, 0.0818, -3.2329], [3.6969, 0.0712, -1.2056]], "gap_ha": [0.250, 0.220], "e_lumo_ha": [-0.004, -0.042], "max_force_ev_per_a": 1.37, "multiplicity": 2, "homo_energy_ev": [-6.91, -7.13]}


10.
{"formula": "C7H12F2N6O4S2", "method": "ωB97M-V with the def2-TZVPD basis set", "elements": ["C", "C", "C", "C", "C", "C", "N", "C", "N", "N", "N", "N", "H", "H", "H", "H", "H", "H", "H", "H", "H", "H", "H", "H", "N", "S", "O", "O", "F", "S", "O", "O", "F"], "positions_angstrom": [[-0.5964, -2.5407, 2.4191], [0.4006, -2.2176, 1.8250], [1.3158, -1.6111, 0.8203], [1.1426, -0.0794, 0.6311], [0.1600, 0.5970, 1.5834], [-1.2627, 0.3091, 1.2824], [-1.7937, -0.0822, 0.1188], [-3.0702, -0.2493, 0.3774], [-4.0703, -0.6664, -0.4196], [-3.3416, 0.0165, 1.6625], [-2.1664, 0.3793, 2.2284], [-1.9189, 0.7153, 3.5654], [-1.4984, -2.8200, 2.9050], [1.1478, -2.0958, -0.1443], [2.3376, -1.8606, 1.1166], [2.1221, 0.3801, 0.7604], [0.8628, 0.1296, -0.4008], [0.3624, 1.6752, 1.5864], [0.3681, 0.2658, 2.6069], [-4.8264, -1.1799, -0.0087], [-3.9892, -0.5195, -1.4107], [-4.2081, -0.0406, 2.1715], [-1.3765, -0.0593, 3.9507], [-2.8229, 0.7762, 4.0224], [2.1758, 1.5798, -3.9329], [2.9907, 1.7969, -2.6006], [4.2926, 2.3601, -2.7301], [2.8086, 0.8131, -1.5730], [2.1600, 3.0341, -2.0169], [2.7723, 0.4392, -4.8449], [2.2446, 0.4711, -6.1684], [2.9220, -0.8498, -4.2452], [4.2755, 0.9075, -5.0745]], "gap_ha": 0.262, "e_lumo_ha": -0.050, "max_force_ev_per_a": 1.86, "homo_energy_ev": -8.52}


11.
{"formula": "C7H12F3N3O2", "method": "ωB97M-V with the def2-TZVPD basis set", "elements": ["C", "C", "C", "C", "C", "C", "C", "N", "N", "N", "O", "O", "F", "F", "F", "H", "H", "H", "H", "H", "H", "H", "H", "H", "H", "H", "H"], "positions_angstrom": [[1.1922, 0.2569, 0.0952], [0.0168, 0.5123, 0.6961], [2.5350, 1.4082, -1.4918], [2.3609, 1.1378, -0.0233], [-1.8266, -0.7413, -0.8003], [-1.1573, -0.6522, 0.6316], [-0.5805, -2.1060, 0.9095], [-0.5216, 1.6659, 1.2582], [-2.1825, -0.4754, 1.6211], [-0.9328, -0.3605, -1.9125], [-0.3504, -1.2499, -2.4196], [-0.8644, 0.8187, -2.2273], [0.1432, -2.3515, 2.0135], [-1.6184, -2.9270, 1.0215], [0.1667, -2.5893, -0.0792], [1.3777, -0.7855, -0.1559], [3.3214, 2.1545, -1.5211], [3.0002, 0.4935, -1.8976], [1.7089, 1.6058, -1.9953], [3.2298, 0.4957, 0.4033], [2.1492, 2.0318, 0.7243], [-2.2717, -1.6557, -0.9684], [-2.5487, 0.0123, -0.7442], [-1.0718, 1.4761, 2.0943], [0.1353, 2.5162, 1.4767], [-2.8952, -1.2104, 1.7138], [-2.5155, 0.5190, 1.5774]], "gap_ha": 0.328, "e_lumo_ha": 0.018, "e_above_lowest_kcal_mol": 0.9, "max_force_ev_per_a": 6.02, "homo_energy_ev": -8.46}


12.
{"formula": "C7H12F3N3O2", "method": "ωB97M-V with the def2-TZVPD basis set", "elements": ["C", "C", "C", "C", "C", "C", "C", "N", "N", "N", "O", "O", "F", "F", "F", "H", "H", "H", "H", "H", "H", "H", "H", "H", "H", "H", "H"], "positions_angstrom": [[0.4088, -0.7945, -0.4404], [0.1648, -0.7402, 0.8773], [0.7719, 1.3685, -1.5139], [1.4696, 0.1250, -0.9802], [-2.9204, -0.1477, 0.7119], [-0.5427, -1.7738, 1.5267], [-0.5248, -3.1506, 0.8603], [0.6016, 0.2751, 1.7232], [-1.0601, -1.5605, 2.6849], [-2.4817, 0.9819, 0.2359], [-2.1905, 1.2941, -0.8817], [-2.4401, 1.9717, 1.2680], [0.7586, -3.5499, 0.7242], [-1.1061, -4.0199, 1.7107], [-1.1058, -3.2701, -0.2928], [-0.2535, -1.1054, -1.3341], [1.4210, 1.9135, -2.2497], [-0.2588, 1.0417, -1.8901], [0.6217, 2.2045, -0.6719], [1.8804, -0.3520, -1.8772], [2.4037, 0.3843, -0.4651], [-3.0948, -0.9585, 0.0699], [-3.2149, -0.1436, 1.7083], [0.8331, 0.2009, 2.6610], [1.2928, 0.8958, 1.2949], [-1.4943, -2.3890, 3.2346], [-1.7363, 2.5756, 1.1717]], "gap_ha": [0.310, 0.310], "e_lumo_ha": [0.002, 0.002], "e_above_lowest_kcal_mol": 31.5, "max_force_ev_per_a": 3.53, "homo_energy_ev": [-8.38, -8.38]}